No. 1
The following is a DFT calculation (ωB97M-V with the def2-TZVPD basis set) of 2 unconnected molecules or ions with the total composition C3H4N2O4 in a non-equilibrium geometry.

Last column: natural (NBO) charge in e.
Element x y z (Å)
C (0.501, 1.129, -1.699)  -0.077
C (0.802, 0.158, -1.128)  0.007
N (1.217, -1.029, -0.602)  0.491
O (1.459, -1.884, -1.433)  -0.303
O (1.426, -1.130, 0.590)  -0.398
H (-0.003, 2.008, -2.166)  0.274
C (-1.229, -0.456, 0.433)  -0.351
N (-0.824, 0.665, 0.972)  0.392
O (-1.049, 1.780, 0.547)  -0.450
O (0.084, 0.559, 1.977)  -0.537
H (-2.037, -0.202, -0.281)  0.235
H (-0.963, -1.412, 0.985)  0.229
H (0.616, -0.185, 1.804)  0.489

The orbital gap comes out at 7.940 eV. As for the SMILES: C#C[N+](=O)[O-].C=[N+]([O-])O. As for the energy relative to the best compared isomer or geometry (same formula, charge and spin): 250.27 kcal/mol. The net charge is 0. The value obtained for the HOMO energy is -9.3866 eV. The value obtained for the LUMO energy is -1.447 eV.

***

No. 2
The following is a DFT calculation (ωB97M-V with the def2-TZVPD basis set) of a single C3H4N2O5 molecule in a non-equilibrium geometry.

Last column: natural (NBO) charge in e.
Element x y z (Å)
O (2.166, 1.485, -0.199)  -0.570
C (1.081, 1.002, -0.007)  0.774
N (-0.048, 1.729, 0.033)  -0.666
C (-1.258, 1.100, -0.069)  0.679
O (-2.361, 1.523, -0.210)  -0.499
C (-0.706, -0.586, -0.024)  0.558
O (-0.926, -1.252, -1.287)  -0.691
O (-1.194, -1.400, 1.010)  -0.701
N (0.688, -0.342, 0.308)  -0.252
O (1.472, -1.407, -0.250)  -0.543
H (0.204, 2.683, -0.276)  0.438
H (-0.572, -2.154, -1.204)  0.495
H (-0.815, -1.075, 1.889)  0.491
H (2.270, -1.304, 0.286)  0.487

The orbital gap comes out at 10.729 eV. As for the SMILES: O=C1NC(=O)C(O)(O)N1O. As for the energy relative to the best compared isomer or geometry (same formula, charge and spin): 0.00 kcal/mol. The net charge is 0. The value obtained for the HOMO energy is -10.4231 eV. The value obtained for the LUMO energy is 0.306 eV.

***

No. 3
The following is a DFT calculation (ωB97M-V with the def2-TZVPD basis set) of a single C3H4N2OS molecule in a non-equilibrium geometry.

Last column: natural (NBO) charge in e.
Element x y z (Å)
O (0.502, -1.367, 3.513)  -0.848
S (0.793, 0.215, 3.013)  0.424
C (0.320, 0.239, 0.826)  0.113
C (-0.504, 1.139, 0.143)  -0.384
C (-0.560, 0.590, -1.076)  -0.063
N (0.107, -0.605, -1.032)  -0.315
N (0.732, -0.789, 0.082)  -0.303
H (0.940, -2.033, 2.883)  0.495
H (-0.765, 2.200, 0.243)  0.250
H (-1.178, 0.968, -1.839)  0.221
H (0.287, -1.263, -1.798)  0.411

The orbital gap comes out at 9.104 eV. As for the SMILES: OSc1cc[nH]n1. As for the energy relative to the best compared isomer or geometry (same formula, charge and spin): 80.38 kcal/mol. The net charge is 0. The value obtained for the HOMO energy is -8.5546 eV. The value obtained for the LUMO energy is 0.550 eV.

***

No. 4
The following is a DFT calculation (ωB97M-V with the def2-TZVPD basis set) of a molecular structure, C3H4N2OS in a non-equilibrium geometry.

Last column: natural (NBO) charge in e.
Element x y z (Å)
C (1.486, -1.147, -0.071)  -0.108
C (-1.906, -0.363, -0.062)  0.512
C (0.407, 1.213, 0.072)  -0.398
N (0.256, -1.397, 0.004)  -0.202
N (-0.574, -0.396, 0.078)  -0.253
O (-2.567, 0.641, -0.120)  -0.588
S (2.031, 0.538, -0.075)  0.227
H (2.226, -1.917, -0.133)  0.226
H (-2.323, -1.388, -0.103)  0.129
H (0.041, 1.749, -0.788)  0.230
H (0.178, 1.653, 1.034)  0.225

The orbital gap comes out at 9.198 eV. As for the energy relative to the best compared isomer or geometry (same formula, charge and spin): 58.31 kcal/mol. The net charge is 0. The value obtained for the HOMO energy is -8.7291 eV. The value obtained for the LUMO energy is 0.469 eV.

***

No. 5
The following is a DFT calculation (ωB97M-V with the def2-TZVPD basis set) of a single C3H4N2OS molecule.

Last column: natural (NBO) charge in e.
Element x y z (Å)
N (1.008, -1.538, 0.259)  -0.797
C (0.564, -0.246, 0.391)  0.308
N (1.030, 0.569, 1.307)  -0.190
O (0.305, 1.746, 1.164)  -0.277
C (-0.572, 1.603, 0.166)  0.173
C (-0.473, 0.374, -0.380)  -0.370
S (-1.324, -0.295, -1.766)  0.019
H (0.956, -1.904, -0.678)  0.392
H (1.885, -1.703, 0.692)  0.392
H (-1.190, 2.467, -0.048)  0.218
H (-2.189, -1.073, -1.108)  0.132

The orbital gap comes out at 9.996 eV. As for the SMILES: Nc1nocc1S. As for the energy relative to the best compared isomer or geometry (same formula, charge and spin): 38.15 kcal/mol. The net charge is 0. The value obtained for the HOMO energy is -9.3272 eV. The value obtained for the LUMO energy is 0.669 eV.

***

No. 6
The following is a DFT calculation (ωB97M-V with the def2-TZVPD basis set) of 2 unconnected molecules or ions with the total composition C3H4N2OS in a non-equilibrium geometry.

Last column: natural (NBO) charge in e.
Element x y z (Å)
N (-2.589, 0.957, -0.983)  0.026
N (-3.243, 0.380, -0.306)  -0.147
S (-4.185, -0.494, 0.470)  0.116
C (0.154, -0.641, -0.569)  -0.683
C (0.143, 0.758, -0.264)  -0.131
C (-0.033, 1.879, 0.118)  0.296
O (-0.189, 3.029, 0.826)  -0.682
H (0.171, -1.472, 0.251)  0.236
H (-0.660, -0.665, -1.209)  0.230
H (1.116, -0.772, -1.086)  0.233
H (-0.957, 3.649, 0.557)  0.505

The orbital gap comes out at 9.464 eV. As for the SMILES: N#[N+][S-].CC#CO. As for the energy relative to the best compared isomer or geometry (same formula, charge and spin): 105.18 kcal/mol. The net charge is 0. The value obtained for the HOMO energy is -9.0317 eV. The value obtained for the LUMO energy is 0.432 eV.

***

No. 7
The following is a DFT calculation (ωB97M-V with the def2-TZVPD basis set) of a single C3H4N2OS molecule in a non-equilibrium geometry.

Last column: natural (NBO) charge in e.
Element x y z (Å)
N (1.780, -1.072, -0.136)  -0.809
C (0.629, -0.326, -0.053)  0.427
C (0.343, 0.994, -0.041)  -0.211
N (-1.056, 1.057, -0.048)  -0.561
C (-1.595, -0.181, -0.059)  0.347
S (-3.178, -0.639, -0.044)  -0.227
O (-0.544, -1.042, -0.067)  -0.433
H (1.680, -1.991, 0.332)  0.399
H (2.621, -0.583, 0.172)  0.393
H (0.977, 1.870, -0.014)  0.232
H (-1.657, 1.914, -0.042)  0.443

The orbital gap comes out at 8.239 eV. As for the SMILES: Nc1c[nH]c(=S)o1. As for the energy relative to the best compared isomer or geometry (same formula, charge and spin): 14.26 kcal/mol. The net charge is 0. The value obtained for the HOMO energy is -7.6494 eV. The value obtained for the LUMO energy is 0.590 eV.

***

No. 8
The following is a DFT calculation (ωB97M-V with the def2-TZVPD basis set) of a single C3H4N2OS2 molecule.

Last column: natural (NBO) charge in e.
Element x y z (Å)
C (-1.765, 0.413, 0.868)  -0.662
C (-0.544, -0.065, 0.118)  0.437
N (-0.690, -0.760, -0.934)  -0.619
S (0.632, -1.555, -1.661)  0.454
C (2.104, -0.592, -1.426)  0.180
O (3.114, -0.840, -2.024)  -0.532
S (1.941, 0.851, -0.375)  0.408
N (0.687, 0.256, 0.654)  -0.778
H (-1.813, 1.521, 0.857)  0.229
H (-2.663, -0.007, 0.434)  0.249
H (-1.710, 0.108, 1.912)  0.225
H (0.707, 0.670, 1.576)  0.411

The orbital gap comes out at 9.153 eV. As for the SMILES: CC1=NSC(=O)SN1. As for the energy relative to the best compared isomer or geometry (same formula, charge and spin): 18.96 kcal/mol. The net charge is 0. The value obtained for the HOMO energy is -8.9959 eV. The value obtained for the LUMO energy is 0.157 eV.

***

No. 9
The following is a DFT calculation (ωB97M-V with the def2-TZVPD basis set) of a single C3H4N2OS2 molecule in a non-equilibrium geometry.

Last column: natural (NBO) charge in e.
Element x y z (Å)
H (3.317, 0.573, -0.751)  0.342
N (3.117, 0.229, 0.152)  -0.674
C (1.938, -0.229, 0.416)  0.284
N (1.032, -0.720, -0.579)  -0.819
S (-0.475, -1.230, -0.058)  0.566
C (-1.394, 0.426, -0.069)  -0.387
S (-1.044, 2.041, -0.121)  0.106
C (-2.787, -0.056, 0.172)  0.322
O (-3.040, -1.274, -0.083)  -0.492
H (1.609, -0.438, 1.431)  0.173
H (1.140, -0.007, -1.407)  0.409
H (-3.414, 0.686, 0.896)  0.170

The orbital gap comes out at 7.345 eV. As for the SMILES: [H]/N=C\NSC(=S)C=O. As for the energy relative to the best compared isomer or geometry (same formula, charge and spin): 73.05 kcal/mol. The net charge is 0. The value obtained for the HOMO energy is -9.3118 eV. The value obtained for the LUMO energy is -1.967 eV.

***

No. 10
The following is a DFT calculation (ωB97M-V with the def2-TZVPD basis set) of a single C3H4N2S molecule in a non-equilibrium geometry.

Last column: natural (NBO) charge in e.
Element x y z (Å)
N (2.911, -0.026, -0.303)  -0.288
C (1.897, -0.571, -0.190)  0.262
C (0.464, -0.746, 0.157)  -0.337
N (-0.169, 0.551, 0.111)  -0.549
C (-1.493, 0.757, -0.049)  -0.060
S (-2.537, -0.541, -0.193)  -0.170
H (0.379, -1.219, 1.155)  0.247
H (-0.124, -1.394, -0.476)  0.273
H (0.365, 1.380, 0.195)  0.408
H (-1.692, 1.808, -0.407)  0.214

The orbital gap comes out at 9.166 eV. As for the SMILES: N#CCNC=S. As for the energy relative to the best compared isomer or geometry (same formula, charge and spin): 30.67 kcal/mol. The net charge is 0. The value obtained for the HOMO energy is -8.9394 eV. The value obtained for the LUMO energy is 0.227 eV.

***

No. 11
The following is a DFT calculation (ωB97M-V with the def2-TZVPD basis set) of a single C3H4N2S molecule in a non-equilibrium geometry.

Last column: natural (NBO) charge in e.
Element x y z (Å)
C (1.417, -0.422, 0.027)  -0.438
N (-0.094, -0.447, -0.308)  -0.530
C (-0.686, 0.702, -0.126)  -0.069
S (0.068, 2.073, -0.083)  0.014
C (-2.098, 0.404, 0.042)  0.211
N (-3.235, 0.259, -0.054)  -0.248
H (1.398, 0.168, 1.150)  0.221
H (2.002, 0.046, -0.747)  0.227
H (1.785, -1.518, 0.099)  0.212
H (-0.557, -1.265, -0.001)  0.399

The orbital gap comes out at 9.006 eV. As for the SMILES: CNC(=S)C#N. As for the energy relative to the best compared isomer or geometry (same formula, charge and spin): 48.29 kcal/mol. The net charge is 0. The value obtained for the HOMO energy is -9.2865 eV. The value obtained for the LUMO energy is -0.281 eV.

***

No. 12
The following is a DFT calculation (ωB97M-V with the def2-TZVPD basis set) of a single C3H4N2S2 molecule in a non-equilibrium geometry.

Last column: natural (NBO) charge in e.
Element x y z (Å)
S (0.789, -2.134, 2.071)  -0.214
C (0.302, -1.101, 0.948)  0.177
N (-0.988, -0.807, 0.624)  -0.551
C (-1.112, 0.292, -0.107)  -0.089
C (0.190, 0.499, -0.591)  -0.024
S (0.358, 1.523, -2.118)  -0.018
N (1.069, -0.166, 0.236)  -0.560
H (-1.905, -1.266, 1.050)  0.445
H (-2.014, 0.745, -0.642)  0.249
H (1.261, 2.606, -1.786)  0.144
H (2.049, -0.191, 0.314)  0.440

The orbital gap comes out at 8.036 eV. As for the SMILES: S=c1[nH]cc(S)[nH]1. As for the energy relative to the best compared isomer or geometry (same formula, charge and spin): 35.07 kcal/mol. The net charge is 0. The value obtained for the HOMO energy is -7.5577 eV. The value obtained for the LUMO energy is 0.478 eV.